Entry from OMol25: the ion C17H25ClNO7S2 with charge -1 in a non-equilibrium geometry (ωB97M-V/def2-TZVPD).

XYZ file:
```
53
Properties=species:S:1:pos:R:3:forces:R:3:lowdin_charge:R:1
C 0.0705 2.2405 2.8383 -0.77 -0.07 -2.18 -0.018
C -0.0639 2.6294 1.4458 0.47 -0.90 2.67 -0.122
C 0.0027 1.5521 0.2317 -1.25 0.82 1.15 -0.531
Cl -0.7499 2.4585 -1.2204 0.06 -0.86 0.97 0.712
C -0.8295 0.2514 0.6609 0.26 -1.17 0.95 -0.193
C -2.3085 0.5400 1.2161 -0.77 -1.01 -0.39 -0.162
C -3.4086 0.9109 0.1057 -1.04 0.26 0.39 -0.261
C -4.1119 2.3349 0.4800 0.28 -1.41 -0.31 -0.134
C -0.8455 -0.9296 -0.4671 -0.95 2.40 -1.53 -0.295
N -1.9788 -1.8679 -0.3467 1.72 -0.97 -0.22 0.027
C -1.8822 -2.8776 0.7065 -3.42 -1.69 3.51 -0.329
C -0.7562 -3.9914 0.9237 0.93 0.45 0.20 -0.013
O -2.8588 -2.9578 1.5238 3.66 0.57 -3.22 0.036
C -2.3948 -2.4378 -1.6546 -3.60 0.46 -2.31 -0.324
C -1.4669 -3.3097 -2.6191 0.04 0.18 -0.06 -0.014
O -3.5673 -2.1813 -2.0464 4.44 -1.01 1.66 0.062
O 0.4345 -1.6009 -0.6242 -0.37 1.70 0.21 -0.337
S 1.4698 -0.8701 -1.7284 -0.33 -0.90 -3.70 1.022
O 0.8365 -1.1153 -3.0982 1.35 1.03 3.63 -0.430
O 1.4962 0.7897 -1.5797 -0.85 -2.17 0.99 -0.325
C 1.5460 1.2816 -0.2177 0.45 2.07 1.07 -0.387
C 2.4284 0.4799 0.8269 0.18 -0.40 1.24 -0.139
C 4.0132 0.4856 0.5969 0.92 0.49 0.23 -0.255
C 4.5205 0.4209 -0.9143 0.11 -0.35 -0.37 -0.539
S 6.3516 0.8972 -0.9561 -0.32 0.37 -0.68 0.596
C 2.2435 2.7600 -0.3525 2.26 5.27 -4.02 -0.533
O 2.8245 3.3576 0.6111 -1.95 -2.83 -0.75 -0.061
O 2.2730 3.3994 -1.5994 -0.87 -4.15 4.84 -0.188
H -0.6434 1.4528 3.2835 2.15 0.24 -1.01 0.059
H 0.8471 2.6800 3.5458 -1.94 0.51 -0.87 0.068
H -0.2508 3.7460 1.2645 1.76 -1.71 -0.48 0.119
H -0.2468 -0.2198 1.5488 -0.75 0.92 -1.31 0.151
H -2.3733 1.3284 2.0377 0.60 -0.96 -1.25 0.095
H -2.6648 -0.4429 1.7084 0.68 1.53 -0.74 0.105
H -4.2616 0.1277 0.1414 1.52 1.13 -0.11 0.109
H -3.0366 0.9155 -0.9714 -0.25 0.07 1.62 0.073
H -3.3175 3.0859 0.8247 -1.29 -0.94 -0.65 0.064
H -4.8402 2.0826 1.3447 1.09 0.82 -1.41 0.077
H -4.6732 2.6715 -0.4650 0.71 -0.14 1.68 0.073
H -1.0188 -0.3493 -1.4600 0.02 -1.05 1.44 0.150
H 0.2786 -3.4910 1.0527 -1.62 -0.76 -0.58 0.086
H -0.9354 -4.5564 1.9162 -0.17 1.06 -1.79 0.094
H -0.7088 -4.7488 0.0562 -0.09 1.35 1.24 0.088
H -2.0845 -4.2097 -2.9891 0.94 1.37 0.83 0.096
H -1.2094 -2.7002 -3.5660 -0.42 -0.73 1.73 0.098
H -0.4837 -3.6227 -2.1316 -1.46 0.40 -0.67 0.071
H 2.2645 1.0009 1.8506 0.14 -0.69 -1.84 0.126
H 2.1208 -0.6127 1.0185 0.10 1.61 -0.66 0.106
H 4.5051 1.4177 1.0755 -1.18 -1.35 -0.88 0.103
H 4.4655 -0.4110 1.1772 -0.81 1.29 -1.01 0.115
H 4.0084 1.1453 -1.6358 0.43 -1.09 1.23 0.081
H 4.4874 -0.6688 -1.2894 -0.17 1.83 0.38 0.062
H 6.4832 1.7292 -2.0807 -0.65 -0.91 1.13 -0.134
```
Forces are in eV/Å.

Results
- LUMO level: 0.075 Ha
- Charge: -1
- Orbital gap: 6.67 eV
- Electronic energy: -2500.5588 Eh